1.
C35H62BBr18ClFN2O7P | ωB97M-V with the def2-TZVPD basis set

Its HOMO energy is -8.40 eV. As for the LUMO energy: 0.09 eV.

XYZ file:
```
128
C35H62BBr18ClFN2O7P, DFT ωB97M-V with the def2-TZVPD basis set
C -2.30 6.30 -4.84
C -2.96 6.32 -3.83
C -3.41 6.17 -2.42
C -2.55 6.98 -1.41
C -1.96 6.24 -0.18
C -2.64 4.92 0.31
C -4.19 4.89 0.41
C -4.85 6.25 0.64
O -5.87 6.50 0.08
O -4.26 7.25 1.44
C -4.92 7.42 2.63
C -4.23 8.34 3.64
O -5.97 6.93 2.91
C -2.25 4.98 1.86
O -2.95 5.19 2.81
N -0.87 4.78 1.88
C -0.61 3.68 0.92
O 0.59 4.07 0.25
C -0.10 2.51 1.82
C 0.53 1.33 1.03
F 1.89 1.25 1.31
C -1.91 3.52 0.06
B -2.76 2.21 0.51
O -3.43 2.16 1.73
N -2.84 1.01 -0.33
C -4.27 0.79 -0.68
C -2.31 -0.19 0.37
P -1.39 3.04 -1.69
O -2.77 2.84 -2.62
Cl -0.43 4.66 -2.64
H -1.74 6.49 -5.72
H -3.52 5.10 -2.20
H -4.43 6.58 -2.41
H -3.14 7.84 -1.08
H -1.72 7.41 -1.98
H -0.89 6.10 -0.35
H -2.01 6.93 0.67
H -4.55 4.23 1.20
H -4.63 4.51 -0.52
H -3.34 7.84 4.03
H -3.89 9.26 3.13
H -4.89 8.55 4.48
H -0.45 4.68 2.79
H 0.80 4.97 0.54
H 0.75 2.93 2.38
H -0.81 2.17 2.59
H 0.35 1.45 -0.04
H 0.09 0.41 1.43
H -2.90 2.53 2.45
H -4.82 1.75 -0.61
H -4.34 0.42 -1.71
H -4.77 0.10 0.01
H -1.29 -0.40 0.02
H -2.41 -0.17 1.47
H -2.92 -1.04 0.03
H -3.56 3.07 -2.10
Br 2.05 -0.81 -1.53
C 3.89 -0.63 -0.91
C 4.68 0.29 -1.80
Br 5.19 -0.58 -3.47
H 4.30 -1.63 -0.86
H 3.81 -0.22 0.09
H 5.62 0.56 -1.32
H 4.14 1.19 -2.07
Br 4.05 -4.36 -0.28
C 5.33 -4.93 -1.63
C 6.75 -4.66 -1.20
Br 7.22 -2.78 -1.39
H 5.06 -4.43 -2.55
H 5.17 -6.00 -1.74
H 7.45 -5.19 -1.84
H 6.94 -4.93 -0.16
Br 7.42 -6.12 2.47
C 5.56 -6.00 3.01
C 5.00 -7.35 3.38
Br 4.62 -8.42 1.80
H 5.02 -5.53 2.19
H 5.55 -5.34 3.87
H 4.05 -7.25 3.89
H 5.68 -7.94 4.00
Br -2.72 -1.70 3.16
C -4.54 -1.68 3.86
C -5.35 -2.83 3.31
Br -5.92 -2.50 1.46
H -4.96 -0.71 3.62
H -4.44 -1.77 4.94
H -6.26 -2.93 3.87
H -4.80 -3.80 3.31
Br 8.25 -8.31 -0.43
C 8.64 -9.55 1.02
C 8.58 -10.98 0.55
Br 6.74 -11.59 0.36
H 7.94 -9.33 1.82
H 9.65 -9.30 1.34
H 9.02 -11.65 1.30
H 9.06 -11.14 -0.40
Br -6.88 2.99 -5.22
C -5.62 2.48 -6.61
C -4.22 2.91 -6.26
Br -3.96 4.82 -6.53
H -5.98 2.92 -7.54
H -5.68 1.40 -6.67
H -3.49 2.43 -6.91
H -3.96 2.71 -5.22
Br -6.54 -4.84 2.94
C -8.15 -5.91 2.61
C -8.75 -6.40 3.90
Br -7.75 -7.90 4.63
H -7.87 -6.72 1.94
H -8.84 -5.24 2.10
H -9.76 -6.79 3.73
H -8.79 -5.64 4.67
Br 0.42 3.09 -8.92
C -0.04 4.31 -7.47
C 0.43 3.79 -6.14
Br -0.71 2.37 -5.48
H -1.12 4.45 -7.52
H 0.45 5.24 -7.72
H 0.37 4.57 -5.39
H 1.44 3.39 -6.17
Br 11.30 -6.83 1.68
C 11.73 -6.69 3.57
C 11.33 -5.36 4.13
Br 12.58 -3.96 3.61
H 12.80 -6.89 3.67
H 11.17 -7.49 4.05
H 11.36 -5.37 5.22
H 10.34 -5.04 3.80
```

***

2.
C4H12NO | ωB97M-V with the def2-TZVPD basis set

As for the expectation value of S²: 0.75. Its HOMO energy (spin up / spin down) is -3.41 / -9.63 eV. As for the LUMO energy (spin up / spin down): 0.56 / 0.42 eV. As for the spin multiplicity: 2. Its energy relative to the best compared isomer or geometry (same formula, charge and spin) is 56.6 kcal per mole.

XYZ file:
```
18
C4H12NO, DFT ωB97M-V with the def2-TZVPD basis set
C -2.36 -0.04 1.36
C -1.59 0.94 0.47
C -0.36 0.27 -0.10
C 0.07 0.46 -1.35
N 1.51 0.19 -1.64
H -2.54 -0.99 0.83
H -1.71 -0.31 2.20
H -3.37 0.18 1.71
H -2.25 1.42 -0.25
H -1.16 1.73 1.09
H 0.14 -0.31 0.65
H -0.49 1.01 -2.10
H 1.77 0.17 -2.64
H 1.74 -0.72 -1.24
H 2.15 0.98 -1.31
H 2.16 -2.00 0.62
H 3.52 -1.68 1.09
O 2.78 -1.29 0.60
```

***

3.
C4H13N4 | ωB97M-V with the def2-TZVPD basis set

As for the net charge: +1. Its HOMO energy is -13.64 eV. As for the LUMO energy: -3.48 eV. Its energy relative to the best compared isomer or geometry (same formula, charge and spin) is 26.8 kcal per mole.

XYZ file:
```
21
C4H13N4, DFT ωB97M-V with the def2-TZVPD basis set
C 1.41 -0.70 0.35
C 2.66 -0.50 -0.36
C -1.27 2.45 -0.28
C -1.08 -0.85 0.01
N 1.38 -0.85 1.61
N -1.44 -0.95 1.23
N -1.95 -0.90 -1.00
N 0.26 -0.61 -0.38
H 2.92 0.50 -0.30
H 3.45 -1.10 -0.20
H 2.49 -0.64 -1.46
H -1.44 1.77 0.51
H -0.28 2.83 -0.14
H -1.28 2.14 -1.23
H 2.21 -1.04 2.23
H -1.99 3.25 -0.09
H -2.42 -0.83 1.44
H 0.43 -1.04 2.06
H -1.68 -1.01 -1.94
H -2.81 -1.27 -0.70
H 0.42 -0.63 -1.34
```